Entry one
Entry from the Open Molecules 2025 dataset: a cluster of 2 separate species, C2H7BrN2 in total (ωB97M-V/def2-TZVPD).

Output
HOMO	-8.09	eV
orbital gap	6.638	eV
2S+1	1
LUMO level	-1.45	eV

Element x y z (Å)
C (-1.016, -0.619, -1.288)
H (-0.433, -0.070, -1.929)
H (1.575, 1.419, -0.113)
H (-0.876, -1.995, 0.161)
Br (2.020, -1.003, 1.803)
C (0.818, 1.229, 0.699)
H (-0.203, 1.560, 0.395)
H (-1.711, -1.305, -1.718)
H (-1.608, 0.210, -0.600)
H (1.052, 1.903, 1.487)
N (0.599, 0.075, 1.464)
N (-0.217, -1.404, -0.362)

Entry two
Entry from the Open Molecules 2025 dataset: a cluster of 2 separate species, C2H7BrN2 in total (ωB97M-V/def2-TZVPD).

Output
HOMO	-8.36	eV
orbital gap	6.530	eV
2S+1	1
LUMO level	-1.83	eV

Element x y z (Å)
C (-0.110, -1.710, 0.296)
H (-0.655, 1.705, -1.311)
H (0.623, -0.171, -0.893)
Br (2.770, 0.038, 0.173)
H (0.884, -1.999, 0.344)
H (-0.627, -2.493, -0.393)
H (0.434, 2.022, 0.030)
H (-0.418, -1.694, 1.401)
N (-0.117, -0.352, -0.232)
H (-1.247, 2.420, 0.429)
N (-0.899, 0.489, 0.324)
C (-0.639, 1.745, -0.168)

entry two (3.482 eV below the next structure)

Entry one
Entry from the Open Molecules 2025 dataset: the ion C5H11N2 with charge +1 (ωB97M-V/def2-TZVPD).

Output
HOMO	-14.87	eV
orbital gap	11.908	eV
2S+1	1
LUMO level	-2.97	eV
SMILES	C[N@@+]1(N)C=CCC1
charge	+1

Element x y z (Å)
C (-0.309, -1.597, -0.371)
H (0.791, -0.425, -2.546)
C (0.873, 0.157, 0.739)
C (-1.137, 1.323, 0.469)
N (0.219, -0.305, -0.548)
H (0.174, 1.346, 2.287)
C (-0.227, 0.784, 1.516)
H (1.633, 1.040, 0.602)
H (-1.448, 0.903, -1.571)
H (-0.784, -0.095, 2.039)
H (1.807, 0.383, -1.625)
C (-1.013, 0.694, -0.637)
H (-1.632, 2.308, 0.769)
N (1.109, -0.299, -1.599)
H (1.429, -0.511, 1.366)
H (0.438, -2.354, -0.268)
H (-1.044, -1.778, -1.196)
H (-0.882, -1.574, 0.573)

Entry two
Entry from the Open Molecules 2025 dataset: a cluster of 2 separate species, C5H11N2 in total (ωB97M-V/def2-TZVPD).

Output
HOMO	-12.74	eV
orbital gap	9.397	eV
2S+1	1
LUMO level	-3.35	eV
charge	+1

Element x y z (Å)
C (1.305, 0.655, 0.560)
C (0.617, 2.023, 0.418)
C (-2.439, -1.203, 0.441)
N (1.697, -1.661, -0.203)
H (-3.133, 0.819, 1.047)
H (0.103, -1.177, -1.849)
C (-2.680, -0.017, 0.593)
N (-0.112, -0.465, -1.175)
C (0.972, -0.490, -0.120)
H (1.106, -2.430, -0.402)
H (-2.041, -2.100, 0.062)
H (1.929, 0.697, 1.419)
H (-0.441, 2.062, 0.698)
H (2.539, -1.642, 0.336)
H (0.754, 2.339, -0.597)
H (-0.264, 0.446, -1.666)
H (1.154, 2.562, 1.186)
H (-1.066, -0.418, -0.748)

entry one (0.808 eV below the next structure)

Entry one
Entry from the Open Molecules 2025 dataset: the ion C5H11N2 with charge +1 (ωB97M-V/def2-TZVPD).

Output
HOMO	-12.27	eV
orbital gap	8.578	eV
2S+1	1
LUMO level	-3.69	eV
SMILES	C=CN/C=C/[NH2+]C
charge	+1

Element x y z (Å)
H (4.380, 0.026, -1.363)
C (3.901, 0.431, -0.482)
H (-2.800, 0.680, -1.249)
H (-0.867, 1.087, 0.606)
H (-4.268, 0.253, -0.218)
C (0.271, -0.569, 0.162)
N (-2.350, -0.479, 0.445)
H (0.046, -1.586, -0.127)
H (4.527, 1.249, -0.120)
H (-3.152, 1.586, 0.178)
C (2.865, 0.098, 0.268)
H (-2.698, -0.466, 1.384)
H (-2.647, -1.346, -0.051)
C (-0.961, 0.039, 0.360)
H (2.256, -1.159, -0.889)
N (2.034, -0.939, 0.055)
H (2.686, 0.541, 1.258)
C (-3.223, 0.554, -0.218)

Entry two
Entry from the Open Molecules 2025 dataset: the ion C5H11N2 with charge +1 (ωB97M-V/def2-TZVPD).

Output
HOMO	-13.96	eV
orbital gap	10.760	eV
2S+1	1
LUMO level	-3.20	eV
SMILES	C=C[C@@H]([NH3+])/N=C/C
charge	+1

Element x y z (Å)
H (-2.823, -1.881, 0.575)
H (-1.504, -0.993, 1.218)
H (2.775, -1.854, 1.021)
H (2.569, 0.025, 1.547)
N (-1.018, 1.958, 0.112)
H (-2.023, 1.973, 0.206)
H (-0.667, 2.883, -0.044)
C (-1.808, -0.614, -0.815)
C (-0.452, 0.623, -0.765)
C (-2.033, -1.273, 0.296)
H (-0.722, 1.557, 0.946)
N (0.626, 0.270, -0.021)
H (3.617, -0.546, 0.045)
C (2.770, -0.675, 0.676)
C (1.583, -0.550, -0.261)
H (1.615, -1.184, -1.157)
H (-0.336, 1.117, -1.758)
H (-2.169, -0.835, -1.821)

Entry three
Entry from the Open Molecules 2025 dataset: the ion C5H11N2 with charge +1 (ωB97M-V/def2-TZVPD).

Output
HOMO	-12.84	eV
orbital gap	9.545	eV
2S+1	1
LUMO level	-3.30	eV
SMILES	C=N/C=C/CC[NH3+]
charge	+1

Element x y z (Å)
H (-3.346, -1.358, -0.295)
H (1.319, 2.148, 0.581)
H (-1.068, -0.081, 1.648)
H (2.355, 0.109, -1.183)
H (-0.387, -1.642, -0.861)
C (2.076, 0.215, -0.143)
H (1.262, -0.842, 1.525)
C (1.234, -0.938, 0.437)
H (-4.051, 0.204, -1.004)
C (-1.157, -0.259, 0.578)
N (-2.227, 0.347, -0.079)
H (1.340, 2.054, -1.064)
H (2.821, 0.460, 0.597)
C (-3.239, -0.289, -0.484)
H (1.790, -1.827, 0.134)
C (-0.189, -0.963, -0.041)
H (0.246, 1.149, -0.135)
N (1.219, 1.513, -0.212)

entry three (1.253 eV below the next structure)

Entry one
Entry from the Open Molecules 2025 dataset: the ion C5H11N2 with charge +1 (ωB97M-V/def2-TZVPD).

Output
HOMO	-13.07	eV
orbital gap	9.266	eV
2S+1	1
LUMO level	-3.80	eV
charge	+1

Element x y z (Å)
H (-0.517, 2.662, -0.118)
H (-0.949, -2.498, 0.489)
C (-1.657, -0.626, -0.119)
H (2.833, 0.926, -0.517)
H (-2.183, 2.122, 0.282)
C (-1.217, 1.926, 0.015)
H (1.546, -1.779, -0.174)
N (0.931, 0.089, -0.606)
H (-2.367, -0.761, -1.000)
C (-1.024, 0.697, -0.237)
H (-0.336, -2.063, -1.178)
H (-2.117, -0.887, 0.836)
N (-0.581, -1.738, -0.251)
H (0.643, -0.908, 1.235)
C (1.798, 1.082, -0.147)
C (0.748, -1.150, 0.147)
H (1.895, 1.194, 0.945)
H (1.614, 2.086, -0.434)

Entry two
Entry from the Open Molecules 2025 dataset: the ion C5H11N2 with charge +1 (ωB97M-V/def2-TZVPD).

Output
HOMO	-14.25	eV
orbital gap	11.218	eV
2S+1	1
LUMO level	-3.03	eV
SMILES	C[C@H]1[NH2+][C@@]12CN2C
charge	+1

Element x y z (Å)
N (-0.895, 1.487, -0.445)
H (3.315, -0.159, -0.627)
H (1.836, -0.739, -1.634)
H (-2.167, -1.768, 0.049)
C (2.370, -0.591, -0.654)
C (1.070, 0.472, 1.322)
H (1.200, 1.401, 1.966)
C (-0.908, -0.053, -0.456)
H (-0.591, -0.466, -1.431)
C (0.209, 0.469, 0.178)
H (1.195, -0.527, 1.814)
H (2.218, -1.471, -0.083)
H (-2.668, -0.379, 1.056)
C (-2.141, -0.684, 0.076)
H (-0.713, 2.218, -1.171)
H (-1.531, 1.961, 0.264)
N (1.554, 0.552, -0.055)
H (-2.976, -0.460, -0.726)

entry two (0.888 eV below the next structure)